The following is a DFT calculation (ωB97M-V/def2-TZVPD) of C23H48O2P4W as an isolated structure.

* highest occupied orbital energy (alpha / beta): -21.045 / -20.917 eV
* gap between HOMO and LUMO (alpha / beta): 5.47 / 4.44 eV
* 2S+1: 3
* energy relative to the best compared isomer or geometry (same formula, charge and spin): 0.00 kcal/mol
* ⟨S²⟩: 2.030
* net charge: +4

XYZ file:
```
78
C23H48O2P4W | OMol25 | ωB97M-V/def2-TZVPD
W -0.110 0.439 -0.047
P -1.959 -1.567 -0.425
P -0.800 2.857 -0.862
P 0.268 -0.580 2.281
P 2.457 -0.293 -0.539
O -2.964 1.194 1.076
O 1.782 2.468 1.480
C 0.685 1.248 -3.896
C -0.009 -2.439 2.311
C 0.583 -1.159 -3.627
C -3.140 -1.914 0.969
C 1.083 1.715 0.858
C -0.873 0.353 3.416
C -0.713 1.299 -3.950
C -3.310 -1.291 -1.634
C -0.946 4.041 0.542
C 1.641 -0.762 3.591
C 1.083 -3.248 1.613
C -2.111 -0.354 3.957
C 1.329 0.019 -3.743
C -2.462 3.061 -1.625
C 2.999 -1.733 -1.531
C 3.399 1.088 -1.308
C -1.461 0.121 -3.853
C 0.158 3.876 -2.048
C -1.895 0.893 0.603
C -0.807 -1.108 -3.696
C -1.374 -3.218 -0.962
C 2.351 0.477 4.140
C 3.541 -0.546 0.934
H 4.452 0.783 -1.375
H 2.043 -3.185 2.139
H -1.619 3.634 1.308
H -2.536 2.462 -2.542
H -2.935 -0.355 3.233
H -3.863 -1.089 1.017
H -4.066 -2.078 -1.489
H 2.908 0.197 5.046
H 2.396 -1.465 3.212
H -1.366 4.975 0.143
H -1.236 2.243 -4.106
H -2.653 -1.984 1.945
H -0.113 -2.737 3.365
H -2.944 -1.345 -2.660
H -2.548 0.185 -3.887
H 1.234 -2.916 0.575
H -1.367 -2.045 -3.663
H -0.225 0.642 4.255
H -1.904 -1.373 4.302
H 1.219 3.903 -1.763
H 1.072 -2.123 -3.478
H -3.673 -2.853 0.762
H -0.668 -3.642 -0.241
H 2.840 -1.560 -2.599
H -0.878 -3.123 -1.938
H 0.059 3.479 -3.066
H 0.046 4.225 0.974
H 4.589 -0.529 0.602
H 1.140 -1.269 4.443
H -2.574 4.127 -1.873
H 1.676 1.291 4.420
H 2.420 -0.003 -3.754
H 3.333 -1.513 1.406
H 1.281 2.158 -3.968
H -3.758 -0.306 -1.453
H -2.458 0.199 4.840
H -0.268 4.893 -2.023
H -3.238 2.753 -0.914
H -1.158 1.291 2.910
H 0.816 -4.315 1.592
H 3.380 0.267 1.649
H 3.094 0.903 3.456
H 3.318 1.983 -0.680
H 2.443 -2.628 -1.229
H 4.074 -1.895 -1.364
H -2.245 -3.883 -1.062
H 3.010 1.308 -2.308
H -0.974 -2.622 1.817
```

The following is a DFT calculation (ωB97M-V/def2-TZVPD) of C23H49AsBF6MoO2Se4Si4Te2 as an isolated structure.

* highest occupied orbital energy (alpha / beta): -7.834 / -7.650 eV
* gap between HOMO and LUMO (alpha / beta): 6.74 / 6.12 eV
* 2S+1: 4
* energy relative to the best compared isomer or geometry (same formula, charge and spin): 7.37 kcal/mol
* ⟨S²⟩: 3.825
* net charge: 0

XYZ file:
```
93
C23H49AsBF6MoO2Se4Si4Te2 | OMol25 | ωB97M-V/def2-TZVPD
Te -0.103 -3.225 2.206
Te 0.150 -1.210 3.954
Mo -0.067 -0.213 -0.245
Se -1.540 -1.023 -2.428
Se -1.691 -1.983 0.723
Se 0.599 0.610 2.191
Se 1.506 -2.464 -1.073
As 2.294 1.618 -2.827
Si -0.820 3.874 0.373
Si -1.872 1.763 0.263
Si -3.494 2.004 -1.421
Si -3.129 1.640 2.267
F 3.291 2.037 -4.146
F 1.885 0.081 -3.533
F 3.570 0.840 -1.976
F 2.573 3.073 -1.973
F 0.881 2.276 -3.554
F 1.191 1.120 -1.415
O 3.178 0.975 0.927
O 2.938 -1.154 1.761
C 6.604 -0.208 0.257
C -4.537 3.569 -1.289
C 4.371 0.289 0.792
C 8.829 -1.850 1.545
C 5.255 -1.911 1.306
C -4.682 0.532 -1.369
C 6.477 -1.511 0.767
C -2.686 2.171 -3.122
C -2.169 2.181 3.797
C -4.579 2.830 2.159
C 7.359 -3.834 1.278
C 8.139 -2.617 -0.739
C -0.503 4.597 -1.326
C 0.824 3.861 1.281
C 4.230 -0.989 1.299
C 3.281 -2.185 -1.824
C 5.566 0.714 0.257
C -1.020 -0.385 -4.201
C -0.846 -2.831 -2.687
C -1.940 5.103 1.262
C 0.661 -2.874 -2.783
C 7.683 -2.450 0.717
C -3.908 -0.020 2.655
B 2.336 0.062 1.523
H -1.304 -3.186 -3.610
H -4.569 0.134 3.514
H -4.513 -0.390 1.825
H -1.482 6.095 1.204
H -2.078 4.862 2.318
H -5.105 3.644 -0.363
H -0.192 0.313 -4.141
H -2.925 5.165 0.799
H -4.277 3.854 1.940
H -5.091 2.826 3.126
H -2.623 3.230 -3.374
H 8.246 -4.466 1.213
H -1.738 3.178 3.680
H -3.918 4.464 -1.384
H -4.972 0.206 -2.371
H -3.299 1.692 -3.891
H 0.997 -3.873 -3.062
H 5.676 1.705 -0.160
H 8.529 -1.731 2.588
H -5.248 3.575 -2.121
H 0.202 4.005 -1.907
H 3.921 -1.756 -1.058
H -2.874 2.219 4.634
H 7.334 -3.029 -1.351
H 9.129 -0.873 1.167
H 3.208 -1.503 -2.666
H 3.666 -3.156 -2.128
H 1.236 4.875 1.262
H 5.091 -2.896 1.715
H -1.370 1.500 4.089
H -1.229 -3.420 -1.857
H -1.417 4.714 -1.909
H 0.723 3.564 2.328
H -5.592 0.821 -0.838
H -3.182 -0.790 2.912
H 1.044 -2.154 -3.508
H 7.062 -3.786 2.328
H -0.071 5.593 -1.186
H 1.555 3.206 0.800
H -1.669 1.781 -3.183
H 6.562 -4.322 0.713
H 8.442 -1.666 -1.179
H -1.892 0.087 -4.640
H -4.256 -0.329 -0.851
H -5.301 2.512 1.405
H 8.992 -3.297 -0.790
H -0.737 -1.257 -4.786
H 9.700 -2.507 1.511
H 7.552 0.101 -0.163
```

The following is a DFT calculation (ωB97M-V/def2-TZVPD) of C23H49AsBF6MoO2Se4Si4Te2 as an isolated structure.

* highest occupied orbital energy (alpha / beta): -6.816 / -6.854 eV
* gap between HOMO and LUMO (alpha / beta): 5.97 / 5.27 eV
* 2S+1: 4
* energy relative to the best compared isomer or geometry (same formula, charge and spin): 29.94 kcal/mol
* ⟨S²⟩: 3.821
* net charge: 0

XYZ file:
```
93
C23H49AsBF6MoO2Se4Si4Te2 | OMol25 | ωB97M-V/def2-TZVPD
Te -0.251 1.729 -1.512
Te -2.541 2.902 -1.935
Mo -0.226 -0.192 0.565
Se -0.174 -0.758 3.072
Se -2.879 -0.086 0.903
Se 1.335 -2.229 0.301
Se 0.327 2.361 1.004
As 1.574 -0.371 -4.109
Si -2.245 -2.651 -2.097
Si -2.557 -3.783 1.711
Si -1.944 -2.074 0.197
Si -5.165 0.208 0.563
F 1.122 -0.855 -2.472
F 3.069 -1.225 -3.890
F 2.320 1.050 -3.454
F 0.814 -1.806 -4.709
F 0.055 0.477 -4.182
F 1.998 0.102 -5.706
O 2.583 1.207 -0.551
O 2.895 0.914 1.703
C 0.834 0.540 4.114
C 4.107 0.798 1.046
C -5.705 -1.549 0.436
C -2.690 -1.117 -3.036
C 7.803 -0.923 2.325
C 6.422 0.409 0.693
C 4.938 0.866 -1.211
C -0.660 -3.476 -2.616
C 5.340 0.513 1.580
C 3.912 0.976 -0.309
C -2.849 -3.201 3.466
C 6.197 0.585 -0.677
C -1.133 -5.022 1.671
C 8.312 1.488 1.900
C -3.604 -3.924 -2.291
C -4.094 -4.732 1.206
C -5.649 1.198 -0.895
C 7.826 0.179 1.258
C 1.056 -2.276 3.213
C 3.052 -2.065 -0.606
C 8.821 -0.228 0.170
C 2.087 -2.363 2.103
C -5.598 1.022 2.164
B 1.957 1.183 0.685
H -5.476 0.649 -1.823
H 7.366 -1.843 1.930
H -5.464 -2.088 1.351
H -4.281 -4.719 0.135
H -3.884 -2.869 3.583
H -5.303 2.074 2.138
H 8.822 -1.145 2.651
H -5.075 0.541 2.990
H 8.987 0.573 -0.552
H 4.763 0.975 -2.274
H 3.468 -3.069 -0.631
H 9.303 1.351 2.340
H 1.812 0.715 3.678
H -3.968 -5.776 1.511
H 0.219 -2.922 -2.297
H 7.238 -0.628 3.211
H -4.582 -3.561 -1.967
H -3.683 -4.176 -3.355
H -6.782 -1.634 0.254
H -0.159 -4.553 1.515
H 7.025 0.493 -1.366
H -1.088 -5.605 2.597
H -2.220 -2.366 3.764
H 9.785 -0.456 0.629
H 2.849 -1.705 -1.610
H 2.599 -3.325 2.127
H 0.247 1.453 4.103
H 1.556 -2.150 4.172
H 7.630 1.817 2.688
H -2.677 -4.028 4.162
H -3.765 -1.091 -3.232
H -5.179 -2.026 -0.393
H -0.599 -3.537 -3.706
H -0.614 -4.488 -2.202
H -6.717 1.434 -0.815
H 8.487 -1.116 -0.372
H -4.986 -4.348 1.703
H 8.374 2.284 1.156
H -2.443 -0.207 -2.490
H -5.084 2.126 -0.944
H 0.906 0.155 5.128
H 0.421 -3.158 3.260
H -6.676 0.976 2.355
H -2.158 -1.067 -3.990
H -1.277 -5.726 0.846
H -3.379 -4.848 -1.754
H 2.819 -1.563 2.192
H 5.459 0.380 2.648
H 3.708 -1.387 -0.073
```

The following is a DFT calculation (ωB97M-V/def2-TZVPD) of C23H49BMg2N4O25 as an isolated structure.

* highest occupied orbital energy: -11.499 eV
* gap between HOMO and LUMO: 1.02 eV
* net charge: +2

XYZ file:
```
104
C23H49BMg2N4O25 | OMol25 | ωB97M-V/def2-TZVPD
Mg -19.073 -23.980 -15.390
Mg -32.243 -24.791 -23.916
O -22.861 -25.211 -21.398
O -23.545 -26.659 -23.134
O -21.763 -20.551 -14.824
O -32.574 -28.078 -23.082
O -16.396 -22.196 -14.959
O -21.105 -24.343 -20.435
O -13.282 -28.634 -26.808
O -32.799 -27.675 -25.648
O -20.872 -26.744 -15.443
O -20.581 -23.274 -23.266
O -27.061 -15.443 -20.791
O -26.686 -25.331 -23.811
O -35.081 -23.623 -24.853
O -23.019 -19.235 -15.908
O -28.699 -16.553 -21.614
O -20.004 -31.330 -26.840
O -33.097 -22.334 -25.907
O -22.528 -24.596 -23.646
O -19.920 -32.263 -24.856
O -25.106 -27.707 -24.387
O -18.376 -27.080 -15.728
O -24.805 -24.747 -22.690
O -13.254 -27.182 -25.304
O -17.307 -23.235 -12.774
O -22.826 -19.041 -13.833
N -27.503 -16.509 -21.276
N -22.559 -19.600 -14.846
N -13.706 -27.625 -26.332
N -20.526 -31.919 -25.876
C -20.585 -28.117 -15.574
C -32.096 -21.480 -26.494
C -22.229 -26.550 -15.283
C -34.293 -22.225 -26.638
C -32.117 -28.394 -21.777
C -33.503 -28.785 -25.183
C -24.672 -26.773 -23.706
C -35.493 -22.642 -25.776
C -18.138 -23.577 -11.588
C -15.832 -21.619 -16.151
C -16.922 -27.242 -15.765
C -14.774 -26.764 -26.960
C -36.189 -24.103 -24.121
C -21.880 -32.471 -26.046
C -21.827 -24.505 -21.425
C -25.503 -25.561 -23.405
C -16.367 -22.232 -12.513
C -21.527 -24.043 -22.884
C -32.782 -29.240 -23.846
C -32.358 -27.731 -27.035
C -26.539 -17.637 -21.516
C -19.081 -28.336 -15.783
C -15.968 -21.508 -13.793
B -23.435 -25.294 -22.720
H -20.998 -28.651 -14.718
H -31.629 -26.922 -26.997
H -34.260 -22.758 -27.588
H -36.599 -23.270 -23.550
H -36.069 -21.832 -25.328
H -18.867 -24.371 -11.751
H -16.693 -27.421 -16.815
H -18.716 -22.685 -11.345
H -14.753 -21.512 -16.267
H -33.294 -30.112 -23.438
H -32.131 -27.539 -21.102
H -34.567 -21.191 -26.846
H -15.439 -22.659 -12.133
H -17.404 -23.906 -10.853
H -31.096 -28.737 -21.940
H -33.094 -27.412 -27.773
H -16.737 -21.569 -11.731
H -25.696 -17.391 -20.869
H -36.200 -23.108 -26.462
H -14.914 -21.242 -13.725
H -16.425 -28.027 -15.194
H -32.368 -20.424 -26.519
H -15.383 -26.353 -26.154
H -31.973 -28.692 -27.376
H -34.572 -28.578 -25.124
H -21.750 -33.479 -26.442
H -18.698 -29.100 -15.106
H -21.088 -28.554 -16.436
H -31.801 -29.615 -24.134
H -16.464 -26.324 -15.397
H -22.552 -25.585 -14.894
H -16.403 -20.510 -13.836
H -18.833 -28.766 -16.754
H -22.278 -32.660 -25.049
H -26.316 -17.553 -22.580
H -32.654 -29.076 -21.117
H -33.508 -29.597 -25.910
H -22.495 -31.714 -26.532
H -37.010 -24.475 -24.734
H -35.903 -24.828 -23.359
H -15.455 -27.249 -27.659
H -16.227 -20.612 -16.285
H -16.059 -22.258 -17.005
H -26.974 -18.589 -21.212
H -14.297 -25.912 -27.442
H -31.224 -21.712 -25.882
H -22.569 -27.228 -14.501
H -31.818 -21.743 -27.515
H -22.818 -26.689 -16.190
```

The following is a DFT calculation (ωB97M-V/def2-TZVPD) of C23H49Br18N2O4S2 as an isolated structure.

* highest occupied orbital energy: -5.716 eV
* gap between HOMO and LUMO: 7.27 eV
* net charge: -1

XYZ file:
```
98
C23H49Br18N2O4S2 | OMol25 | ωB97M-V/def2-TZVPD
Br -2.588 -0.666 1.457
Br 2.923 4.987 -7.516
Br 3.299 11.430 -7.795
Br 3.452 -6.082 0.801
Br -5.419 -4.927 -3.748
Br 3.121 8.295 -9.734
Br -2.600 -2.634 -4.411
Br -3.321 2.249 5.556
Br 2.005 -8.867 -1.165
Br -0.754 4.515 6.997
Br -3.990 -3.465 -0.497
Br -4.038 -4.114 3.791
Br -0.469 4.815 -6.077
Br 0.065 3.680 0.128
Br -6.862 -6.428 4.339
Br 1.749 3.488 -3.155
Br -0.658 -6.241 1.961
Br -2.262 -7.601 -1.071
S 1.891 -0.570 2.751
S 3.852 0.665 4.339
O 5.226 0.288 3.838
O 3.972 2.050 4.941
O 1.067 -0.526 1.481
O 2.853 -1.734 2.587
N 2.832 0.818 2.990
N 0.344 4.321 4.270
C -1.679 -2.015 0.388
C -0.148 3.755 2.982
C 0.118 1.544 4.442
C -2.598 4.873 6.474
C -4.212 -5.999 3.332
C -0.261 2.146 3.021
C 1.063 2.211 -0.681
C 3.554 -7.740 -1.539
C 0.820 -1.031 4.180
C -1.194 -5.986 -0.841
C -2.792 -4.526 -4.830
C -3.515 3.722 6.815
C -5.604 -6.321 2.852
C 4.335 -7.437 -0.284
C 4.395 9.824 -7.671
C 1.713 6.425 -7.000
C -4.197 -4.848 -5.265
C -0.048 -6.215 0.111
C 2.264 2.714 -1.439
C 4.674 9.243 -9.035
C -0.312 0.022 4.552
C -2.450 -2.327 -0.869
C 0.966 6.087 -5.735
H -0.526 2.107 5.186
H 5.307 -7.010 -0.532
H -1.278 -0.145 3.988
H 1.181 1.750 4.745
H 0.472 6.971 -5.333
H -2.476 -5.083 -3.949
H -0.709 -1.577 0.146
H 5.322 10.148 -7.197
H 1.600 5.650 -4.965
H -2.584 5.111 5.411
H 1.375 1.585 0.157
H -0.564 -0.154 5.649
H -2.827 -1.440 -1.375
H 1.059 6.610 -7.850
H 3.379 -0.226 5.290
H -1.531 -2.883 1.029
H 4.946 9.993 -9.774
H -1.188 4.129 2.746
H 2.932 1.890 -1.689
H -5.630 -7.306 2.387
H 0.286 -1.988 3.877
H 1.316 4.020 4.379
H -3.486 -6.164 2.535
H 4.478 -8.308 0.353
H -3.916 -6.569 4.210
H 0.266 5.338 4.211
H -4.558 4.028 6.731
H -4.606 -4.120 -5.963
H 0.552 4.046 2.111
H -3.339 3.315 7.809
H 5.462 8.492 -8.977
H -0.821 -5.748 -1.838
H -1.875 -5.201 -0.515
H -1.308 1.812 2.734
H 2.822 3.478 -0.902
H 0.442 1.792 2.207
H 3.876 9.135 -7.009
H -1.836 -2.901 -1.563
H 2.354 7.293 -6.846
H -2.088 -4.709 -5.642
H 3.184 -6.849 -2.042
H -2.881 5.762 7.039
H -5.999 -5.584 2.155
H 0.664 -5.392 0.059
H -4.241 -5.841 -5.713
H 1.408 -1.307 5.111
H 4.162 -8.319 -2.235
H 0.363 1.656 -1.303
H 0.477 -7.154 -0.063
```

Number 1: E -2486.51296 Ha. Number 2: E -15284.39809 Ha. Number 3: E -15284.36212 Ha. Number 4: E -3429.45771 Ha. Number 5: E -48444.81849 Ha.